1.
Density functional theory data (wB97M-V/def2-TZVPD) for a molecular structure, C24H24As2CsF6N6O7S2.

Its multiplicity is 2. The value obtained for the HOMO energy (spin up / spin down) is -0.1239 / -0.1278 Eh. The expectation value of S² is 0.755. The calculation puts the LUMO energy (spin up / spin down) at 0.1410 / 0.1157 Ha. The charge is -2.

Each line ends with the Mulliken spin population.
Atoms and positions in Å:
Cs -0.769 -0.676 -1.162  0.0134
As -3.912 2.487 -1.587  -0.0021
As 0.560 3.296 -0.947  0.4551
S 2.945 -2.774 -2.179  -0.0006
S 0.408 -3.976 0.135  -0.0009
F -3.680 0.954 -0.790  0.0002
F -5.454 2.680 -0.814  0.0000
F -4.066 4.021 -2.387  0.0001
F -4.660 1.697 -2.929  -0.0001
F -2.330 2.276 -2.301  -0.0015
F -3.161 3.306 -0.233  -0.0012
O -0.687 -3.565 -0.747  0.0005
O 4.010 -2.527 -1.190  0.0000
O -0.057 0.798 -3.931  0.0577
O 1.787 -1.917 -1.990  -0.0005
O 1.170 -2.852 0.653  -0.0007
O 3.450 -2.793 -3.537  0.0001
O -0.004 -4.929 1.151  0.0001
N 3.334 -0.951 0.883  0.0025
N 1.083 2.650 -2.948  0.1872
N 1.434 0.259 1.577  0.0022
N -3.686 -0.771 3.257  0.0001
N -0.412 0.582 3.451  -0.0009
N 0.802 0.032 3.831  0.0008
C 3.178 -5.403 -2.618  0.0000
C 2.454 -4.483 -1.859  0.0000
C -4.317 1.724 2.194  0.0028
C 4.885 -1.978 2.420  0.0001
C -5.295 0.752 2.350  0.0000
C -4.928 -0.469 2.888  -0.0001
C 3.367 -0.997 4.538  0.0000
C -0.147 3.290 0.913  0.2726
C 2.236 -0.214 0.678  0.0128
C 2.388 3.836 -0.619  0.0026
C -2.748 0.168 3.098  0.0018
C 1.324 -6.326 -0.814  0.0000
C 3.725 -1.238 2.172  0.0005
C -0.302 4.883 -1.627  -0.0005
C 2.985 -6.766 -2.480  0.0000
C 2.048 -7.230 -1.572  0.0000
C 4.523 -1.707 4.789  0.0000
C -1.379 -0.243 3.468  0.0001
C -3.024 1.432 2.580  -0.0081
C 0.499 1.719 -3.442  0.0617
C 1.669 -0.111 2.897  -0.0008
C 2.951 -0.760 3.228  0.0000
C 1.509 -4.949 -0.937  0.0001
C 5.274 -2.208 3.721  0.0000
H -2.217 2.139 2.457  -0.0035
H -5.664 -1.257 3.016  0.0000
H -1.345 4.647 -1.831  -0.0013
H 2.396 4.697 0.050  0.0082
H 1.879 -8.294 -1.449  0.0000
H -6.313 0.927 2.028  0.0000
H 0.193 5.182 -2.548  -0.0017
H 2.745 -0.631 5.345  0.0000
H 2.913 3.010 -0.139  0.0002
H 0.250 4.174 1.418  0.0420
H 5.447 -2.367 1.580  0.0000
H -1.242 -1.292 3.732  0.0002
H 0.598 -6.669 -0.092  0.0000
H 3.683 -1.521 0.086  -0.0005
H 2.037 -0.018 -0.371  -0.0173
H -0.247 5.676 -0.880  0.0080
H 3.891 -5.013 -3.329  0.0000
H -4.551 2.675 1.737  0.0000
H 3.562 -7.458 -3.082  0.0000
H 4.837 -1.893 5.808  0.0000
H 0.168 2.384 1.428  -0.0555
H -1.230 3.342 0.836  -0.0352
H 6.169 -2.788 3.915  0.0000
H 2.871 4.071 -1.563  -0.0010

---

2.
Density functional theory data (wB97M-V/def2-TZVPD) for a molecular structure, C52H49Br2IrNO2P2SSi.

Its multiplicity is 1. The value obtained for the HOMO energy is -0.3556 Eh. The calculation puts the LUMO energy at -0.0914 Ha. The charge is +1.

Each line ends with the Mulliken charge.
Atoms and positions in Å:
Ir 0.031 -0.211 0.206  2.8724
Br 1.884 2.187 -3.883  -0.1674
Br 1.772 -2.932 -6.234  -0.2184
S 2.343 -1.046 0.418  0.5688
P -0.606 -0.848 2.349  1.6207
P -2.110 0.361 -0.647  1.9987
Si -0.199 1.938 1.162  1.0096
O 3.011 -1.104 -0.890  -0.4589
O 0.732 0.678 -1.519  -0.3948
N 0.085 -1.936 -1.304  0.9596
C 2.255 -2.738 1.028  0.6841
C -3.442 2.764 -1.200  0.0325
C 1.448 -1.827 -4.735  -0.1309
C -3.154 -3.949 1.672  -0.9459
C -4.133 0.346 1.224  -0.4681
C -5.693 -1.613 0.053  -0.7500
C -1.699 -3.000 3.837  -0.1635
C -3.694 -0.257 0.044  0.4462
C 4.575 0.509 0.773  -0.8832
C 2.845 -1.022 5.479  -0.8238
C -2.034 -0.546 -5.179  -0.7219
C -1.572 -2.370 2.597  1.1429
C 1.243 3.038 1.645  -1.4566
C -6.092 -1.044 1.253  -0.8781
C 2.321 -2.208 4.987  -1.2374
C -2.008 2.823 3.262  -0.7142
C 0.745 -0.981 3.613  1.0638
C 4.330 -3.805 -0.036  -1.3709
C 1.263 0.203 4.145  -1.3835
C 2.305 0.185 5.061  -0.7608
C -5.314 -0.051 1.828  -0.6121
C 4.117 1.716 -0.030  -0.7942
C -2.485 0.241 4.184  -1.0876
C -1.420 4.304 -0.061  -0.4454
C 0.966 -0.108 -2.535  -0.2886
C -0.069 -4.131 -2.223  -1.7204
C 0.503 -3.714 -3.398  -1.4687
C 3.572 -3.475 1.244  -0.4580
C -2.493 4.913 -0.693  -0.8110
C -3.264 -4.573 2.905  -0.9374
C -4.507 -1.221 -0.551  -0.6566
C -2.342 2.160 -0.598  -0.7987
C 1.748 -0.496 -4.808  -0.2567
C -1.589 0.467 3.142  0.8231
C -3.146 1.316 4.752  -0.8396
C 3.491 -0.219 1.564  0.1363
C -2.908 2.608 4.292  -1.1131
C -1.843 0.995 -3.342  -0.9201
C -2.308 -2.861 1.522  -0.4037
C 1.498 0.352 -3.722  0.0030
C -1.336 1.753 2.668  0.5747
C -0.256 -3.204 -1.194  -0.7982
C -3.514 4.145 -1.245  -0.9231
C -2.146 -0.020 -2.435  0.9335
C -2.536 -4.095 3.987  -0.9605
C -1.331 2.914 0.007  0.2927
C 0.876 -2.368 -3.557  0.9813
C -1.788 0.732 -4.702  -0.7421
C -2.321 -1.568 -4.285  -1.1049
C -2.368 -1.308 -2.926  -0.2243
C 0.643 -1.498 -2.469  0.0688
C 1.283 -2.185 4.068  -0.5553
H -7.017 -1.353 1.721  0.4302
H 5.231 -4.372 0.195  0.4468
H -2.690 -0.760 4.537  0.4304
H -4.252 -1.658 -1.503  0.4537
H -3.574 1.163 1.659  0.2317
H -1.157 -2.631 4.697  0.6338
H 5.337 0.803 1.499  0.5673
H -0.366 -5.159 -2.072  0.6060
H 0.887 3.886 2.234  0.6068
H 1.671 -3.241 0.257  0.1508
H -3.918 -5.426 3.027  0.4549
H -1.847 3.832 2.899  0.4524
H -0.650 4.919 0.392  0.4829
H -2.237 -2.371 0.562  -0.2469
H 1.735 3.426 0.753  0.3331
H -1.986 -0.751 -6.240  0.4230
H 1.655 -2.702 1.933  -1.1147
H 2.893 0.416 2.214  -0.4883
H 0.672 -4.406 -4.211  0.4492
H 0.884 -3.131 3.724  0.5187
H 0.847 1.159 3.860  0.4330
H 3.302 -4.403 1.758  0.5341
H -3.855 1.149 5.553  0.4655
H 2.173 -0.079 -5.710  0.5042
H 2.712 -3.158 5.326  0.4770
H 4.215 -2.939 1.946  0.2895
H -3.730 -4.302 0.826  0.4990
H -5.632 0.435 2.742  0.5245
H -1.610 1.990 -2.992  0.3296
H 3.653 -1.039 6.198  0.4421
H -2.547 5.993 -0.748  0.4575
H -0.689 -3.518 -0.253  0.5687
H -3.435 3.443 4.735  0.4262
H -6.313 -2.356 -0.430  0.4922
H -4.358 4.628 -1.718  0.4301
H 3.954 -0.997 2.170  0.4976
H -2.527 -2.138 -2.251  0.1323
H 4.614 -2.907 -0.580  0.2660
H 3.282 1.476 -0.692  0.0479
H -2.623 -4.572 4.954  0.4567
H -1.529 1.530 -5.386  0.4439
H 2.686 1.118 5.453  0.5050
H 1.991 2.512 2.240  0.3696
H 4.935 2.077 -0.653  0.4702
H -4.224 2.163 -1.649  0.5401
H 3.715 -4.413 -0.704  0.2929
H 3.818 2.534 0.624  0.1940
H 5.044 -0.219 0.111  0.2897
H -2.488 -2.575 -4.644  0.4348